C3H7O3PS | wB97M-V/def2-TZVPD

Atoms and positions in Å:
1 S 0.23 -1.53 -0.76
2 P -2.07 0.44 0.06
3 O -2.54 -0.45 1.20
4 O -2.54 -0.01 -1.33
5 O -2.10 1.91 0.32
6 C -0.61 -2.50 0.52
7 C 3.16 2.48 -0.12
8 C -0.26 0.03 -0.33
9 H 2.55 2.00 0.63
10 H 0.17 0.76 -1.00
11 H 3.77 1.76 -0.67
12 H 0.09 -2.75 1.31
13 H 2.59 3.11 -0.79
14 H -1.01 -3.41 0.07
15 H -1.42 -1.85 0.89

HOMO (spin up / spin down) in eV: -0.11 / 1.68
Orbital gap (spin up / spin down) in eV: 5.254 / 3.299
ΔE to the lowest compared entry with this formula, charge and spin in kcal/mol: 99.4
Max |F| in hartree/bohr: 0.0343
Charge: -2